[1]
C40H77INO17P2 | ωB97M-V/def2-TZVPD

Output
HOMO energy ... -4.1 eV
HOMO-LUMO gap ... 0.208 Eh
Lowest unoccupied orbital energy ... 1.6 eV
2S+1 ... 1
Net charge ... -1

```
138
Properties=species:S:1:pos:R:3:mulliken_charge:R:1
C 2.33 -4.32 -0.25 -0.701
N 2.18 -3.14 -1.14 -0.184
C 1.04 -3.36 -2.05 -0.985
C 0.20 -2.04 -2.36 2.286
C 0.89 -0.72 -1.89 -0.352
C 0.50 0.54 -2.78 -0.259
C 1.65 0.96 -3.79 -0.800
C 2.30 2.34 -3.44 -1.127
C 3.15 2.32 -2.11 0.080
C 4.70 2.46 -2.40 -0.711
O 5.37 2.47 -1.11 -0.270
C 6.42 3.34 -1.07 0.649
C 6.65 4.13 0.26 -0.794
O 7.20 3.53 -1.97 -0.550
O -1.19 -2.17 -2.11 -0.887
C -1.67 -2.05 -0.79 1.263
C -0.72 -2.36 0.43 -0.569
C -1.07 -1.61 1.80 -0.658
C -0.12 -0.38 2.07 -1.010
I -0.56 -3.07 3.39 -0.119
C -2.48 -0.68 -0.66 -1.152
O -1.63 0.45 -0.45 0.293
C -2.33 1.66 -0.19 -1.099
C -2.30 2.66 -1.42 0.208
C -3.65 3.40 -1.63 -0.762
O -3.44 4.63 -2.38 -0.341
C -4.29 5.60 -1.87 0.704
C -5.81 5.66 -2.18 -0.861
O -3.82 6.42 -1.14 -0.530
P -3.69 -0.42 -2.12 0.335
O -3.02 -0.06 -3.41 -0.577
P -3.07 -3.37 -0.71 -0.262
C -2.32 -5.05 -1.05 -0.963
C -3.91 -3.36 0.95 -0.597
C 0.32 -1.97 -3.96 0.272
O 1.47 -2.01 -4.48 -0.785
O -0.69 -1.93 -4.71 -0.772
H 3.28 -4.23 0.35 0.326
H 2.36 -5.27 -0.84 0.235
H 1.46 -4.32 0.46 0.121
H 3.03 -3.02 -1.70 0.373
H 0.32 -4.02 -1.50 0.091
H 1.30 -3.91 -2.98 -0.425
H 0.65 -0.42 -0.84 -1.002
H 2.00 -0.76 -1.94 0.924
H -0.50 0.44 -3.27 0.534
H 0.41 1.41 -2.07 -0.010
H 1.27 0.97 -4.84 0.464
H 2.46 0.20 -3.78 0.239
H 1.59 3.20 -3.48 0.315
H 3.04 2.55 -4.27 0.523
H 3.02 1.39 -1.52 0.124
H 2.90 3.23 -1.51 0.220
H 4.94 3.38 -2.98 0.408
H 5.07 1.58 -2.99 0.210
H 5.70 4.31 0.81 0.287
H 7.34 3.58 0.94 0.258
H 7.11 5.12 0.06 0.169
H -0.83 -3.45 0.66 0.635
H 0.37 -2.19 0.28 0.225
H -2.14 -1.41 1.95 0.549
H 0.82 -0.75 2.54 0.544
H 0.18 0.16 1.15 -0.019
H -0.62 0.25 2.84 0.355
H -3.18 -0.72 0.24 0.492
H -1.79 2.18 0.64 0.344
H -3.38 1.46 0.16 0.472
H -1.43 3.35 -1.34 0.426
H -2.11 2.04 -2.34 0.017
H -4.13 3.58 -0.63 0.408
H -4.34 2.76 -2.24 0.101
H -5.97 6.14 -3.18 0.272
H -6.33 4.68 -2.12 0.285
H -6.25 6.34 -1.41 0.322
H -4.58 -1.52 -2.25 0.136
H -4.50 0.70 -1.71 -0.066
H -1.86 -5.08 -2.06 0.256
H -3.11 -5.85 -1.02 0.453
H -1.55 -5.34 -0.27 0.210
H -4.87 -3.93 0.86 0.514
H -3.30 -3.90 1.71 0.080
H -4.18 -2.34 1.32 0.133
O -3.99 -3.10 3.71 -0.430
C -4.44 -3.47 4.77 0.586
O -5.17 -2.63 5.51 -0.300
C -5.89 -3.02 6.69 -0.303
C -4.99 -3.00 7.91 -1.036
C -4.11 -4.84 5.30 -1.032
H -6.39 -3.98 6.55 0.369
H -6.68 -2.27 6.82 0.171
H -4.17 -3.72 7.81 0.337
H -5.55 -3.24 8.81 0.360
H -4.53 -2.02 8.03 0.289
H -3.13 -4.81 5.78 0.257
H -4.08 -5.54 4.46 0.312
H -4.85 -5.23 6.00 0.382
O -5.36 0.30 8.78 -0.533
C -6.15 0.87 8.08 0.847
O -6.40 0.40 6.84 -0.329
C -7.44 0.90 5.98 -0.406
C -6.98 2.13 5.23 -1.054
C -6.81 2.14 8.53 -1.158
H -8.36 1.07 6.55 0.389
H -7.65 0.10 5.27 0.334
H -6.74 2.96 5.91 0.276
H -7.76 2.47 4.54 0.376
H -6.08 1.92 4.66 0.324
H -6.13 2.98 8.36 0.278
H -7.02 2.06 9.60 0.320
H -7.76 2.34 8.05 0.340
O 3.82 -8.08 -2.52 -0.595
C 3.75 -7.51 -3.58 0.760
O 2.90 -6.48 -3.74 -0.250
C 2.87 -5.64 -4.90 -0.010
C 2.02 -6.25 -5.99 -1.141
C 4.54 -8.00 -4.77 -1.031
H 3.88 -5.39 -5.24 0.272
H 2.42 -4.70 -4.58 0.154
H 2.43 -7.21 -6.33 0.359
H 1.95 -5.58 -6.85 0.375
H 1.01 -6.45 -5.62 0.307
H 4.01 -8.83 -5.24 0.257
H 5.51 -8.35 -4.42 0.301
H 4.74 -7.23 -5.52 0.326
O 9.84 6.75 1.12 -0.559
C 9.89 7.38 0.11 0.804
O 8.86 8.18 -0.24 -0.375
C 8.89 9.10 -1.33 -0.416
C 8.55 8.41 -2.64 -0.941
C 11.06 7.24 -0.83 -0.982
H 9.84 9.63 -1.37 0.364
H 8.13 9.85 -1.11 0.308
H 9.28 7.64 -2.89 0.275
H 8.52 9.14 -3.46 0.354
H 7.58 7.92 -2.57 0.288
H 10.91 6.36 -1.45 0.234
H 11.97 7.12 -0.24 0.313
H 11.23 8.11 -1.47 0.338
```



[2]
C44H47BFGeN12O6PSe2Tl | ωB97M-V/def2-TZVPD

Output
HOMO energy (spin up / spin down) ... -2.5 / -3.3 eV
HOMO-LUMO gap (spin up / spin down) ... 0.237 / 0.229 Eh
Energy above the lowest of the compared OMol25 structures with the same formula, charge and spin ... 1.1047 eV
Lowest unoccupied orbital energy (spin up / spin down) ... 3.9 / 2.9 eV
2S+1 ... 2
Net charge ... -2

```
116
Properties=species:S:1:pos:R:3:mulliken_charge:R:1
Tl 0.26 0.96 0.53 2.482
C -1.77 -2.65 2.91 -1.855
C -0.71 -1.94 2.35 -0.917
N -1.12 -1.23 1.32 1.302
N -2.42 -1.45 1.17 0.342
C -2.85 -2.31 2.13 -0.215
B -3.32 -0.67 0.20 0.115
N -2.68 -0.53 -1.19 0.854
C -3.25 -0.80 -2.39 -0.291
C -2.38 -0.37 -3.37 -1.841
C -1.30 0.16 -2.67 -1.177
N -1.50 0.06 -1.37 1.235
N -3.53 0.73 0.80 -0.255
C -4.67 1.43 0.95 -0.089
C -4.36 2.60 1.60 -1.853
C -2.98 2.54 1.79 -0.629
N -2.50 1.41 1.30 0.949
N -4.62 -1.47 0.05 0.662
C -4.63 -2.76 -0.33 -0.637
C -5.94 -3.19 -0.37 -1.132
C -6.67 -2.06 0.01 -0.563
N -5.86 -1.04 0.25 -1.320
H -1.76 -3.30 3.76 0.474
H 0.32 -1.90 2.65 0.602
H -3.88 -2.60 2.21 0.516
H -4.21 -1.25 -2.47 0.445
H -2.52 -0.44 -4.43 0.503
H -0.40 0.60 -3.04 0.658
H -5.61 1.05 0.61 0.557
H -5.03 3.39 1.89 0.467
H -2.34 3.26 2.26 0.557
H -3.72 -3.29 -0.52 0.799
H -6.31 -4.16 -0.64 0.460
H -7.73 -1.94 0.12 0.424
F 2.21 2.48 0.47 -0.868
C 0.43 0.53 6.47 -1.011
N 1.49 1.33 5.88 0.178
C 1.21 2.73 6.16 -0.936
N -0.10 3.16 5.69 0.121
C -1.12 2.30 6.27 -1.055
N -0.90 0.89 6.02 0.153
C -1.09 0.57 4.62 -1.164
P 0.08 1.47 3.47 1.454
C 1.63 1.08 4.45 -1.548
C -0.17 3.16 4.24 -1.102
H 0.47 0.67 7.56 0.280
H 0.61 -0.53 6.24 0.386
H 1.97 3.35 5.69 0.411
H 1.24 2.87 7.24 0.332
H -2.09 2.59 5.88 0.446
H -1.11 2.45 7.36 0.275
H -2.12 0.81 4.34 0.308
H -0.94 -0.51 4.48 0.439
H 2.44 1.69 4.06 0.365
H 1.88 0.03 4.28 0.519
H -1.14 3.57 3.95 0.312
H 0.58 3.85 3.85 0.445
O -1.64 5.75 2.23 -0.688
Se -1.09 5.72 0.75 1.143
O 0.18 6.63 0.58 -0.696
O -0.55 3.97 0.46 -0.587
O -2.20 5.93 -0.35 -0.611
O 2.01 -0.63 2.04 -0.406
C 2.33 -1.22 1.01 0.421
O 1.77 -1.11 -0.11 0.032
C 3.49 -2.22 1.06 -1.189
C 4.22 -2.25 -0.26 -1.385
Ge 2.94 -2.20 -1.82 2.326
C 2.51 -0.52 -2.78 0.075
C 2.06 -0.59 -4.09 -0.456
C 1.69 0.55 -4.79 -0.863
C 1.76 1.79 -4.17 -0.284
C 2.22 1.88 -2.86 -0.230
C 2.60 0.73 -2.18 -0.708
C 1.40 -3.44 -1.69 -0.476
C 1.54 -4.73 -1.19 0.142
C 0.44 -5.55 -1.01 -0.868
C -0.82 -5.08 -1.33 -0.597
C -0.97 -3.81 -1.84 -0.120
C 0.13 -2.99 -2.02 -0.154
C 4.20 -3.10 -3.15 -0.453
C 3.99 -4.34 -3.73 -0.271
C 4.95 -4.93 -4.54 -0.603
C 6.15 -4.28 -4.79 -0.408
C 6.38 -3.04 -4.22 -0.722
C 5.41 -2.46 -3.42 -0.462
H 3.03 -3.19 1.26 0.207
H 4.15 -1.97 1.89 0.450
H 4.86 -3.13 -0.33 0.353
H 4.86 -1.37 -0.35 0.568
H 2.00 -1.56 -4.57 0.344
H 1.33 0.48 -5.81 0.352
H 1.46 2.68 -4.69 0.415
H 2.28 2.83 -2.37 0.388
H 2.95 0.82 -1.17 0.437
H 2.53 -5.09 -0.93 0.476
H 0.56 -6.55 -0.61 0.350
H -1.69 -5.72 -1.19 0.391
H -1.96 -3.44 -2.11 0.542
H 0.02 -1.99 -2.38 -0.148
H 3.06 -4.85 -3.55 0.287
H 4.77 -5.91 -4.97 0.388
H 6.90 -4.74 -5.42 0.350
H 7.31 -2.53 -4.40 0.397
H 5.59 -1.49 -2.97 0.313
Se -1.44 3.24 -0.85 0.156
C -0.79 4.33 -2.27 0.947
C -1.54 4.52 -3.43 -0.675
C -1.01 5.35 -4.41 -0.540
N 0.17 5.95 -4.32 -0.700
C 0.86 5.76 -3.20 -0.672
C 0.43 4.98 -2.15 -0.467
H -2.50 4.04 -3.55 0.431
H -1.57 5.56 -5.31 0.369
H 1.82 6.26 -3.15 0.379
H 1.02 4.88 -1.25 0.639
```



[3]
C22H20N7O3PdS | ωB97M-V/def2-TZVPD

Output
HOMO energy ... -16.4 eV
HOMO-LUMO gap ... 0.215 Eh
Energy above the lowest of the compared OMol25 structures with the same formula, charge and spin ... 3.7281 eV
Lowest unoccupied orbital energy ... -10.5 eV
2S+1 ... 1
Net charge ... +3

```
54
Properties=species:S:1:pos:R:3:mulliken_charge:R:1
Pd 1.52 -0.27 -0.48 0.608
N 3.93 -0.73 1.76 -0.053
C 4.34 -0.65 0.46 0.870
C 5.72 -0.67 0.19 -0.652
C 6.15 -0.64 -1.11 -0.415
C 5.22 -0.60 -2.15 -0.781
C 3.90 -0.56 -1.82 -0.214
N 3.46 -0.57 -0.54 0.029
C 2.67 -0.85 2.33 0.679
C 2.61 -0.99 3.72 -0.651
C 1.40 -1.13 4.34 -0.463
C 0.24 -1.14 3.56 -0.870
C 0.37 -1.00 2.21 -0.043
N 1.57 -0.85 1.58 0.053
H 4.68 -0.76 2.43 0.177
H 6.42 -0.72 1.01 0.413
H 7.21 -0.66 -1.32 0.467
H 5.52 -0.60 -3.19 0.454
H 3.13 -0.50 -2.59 0.394
H 3.53 -0.99 4.30 0.382
H 1.34 -1.22 5.42 0.463
H -0.74 -1.26 4.00 0.440
H -0.50 -1.01 1.57 0.276
O -6.27 -4.82 -1.37 -0.338
S -7.40 -4.05 -1.72 1.137
O -8.60 -4.12 -0.98 -0.324
O -7.25 -3.04 -2.72 -0.372
C -6.53 -1.73 -0.97 0.861
N -7.48 -1.03 -0.66 -0.251
C -7.06 0.22 -0.33 -0.716
C -5.70 0.49 -0.39 -0.311
C -4.79 -0.52 -0.75 0.185
N -5.30 -1.74 -1.09 -0.292
C -3.31 -0.39 -0.78 1.328
C -2.67 0.82 -0.53 -0.797
C -1.28 0.85 -0.52 -0.398
N -0.54 -0.23 -0.76 -0.040
C -1.16 -1.39 -1.02 -0.610
C -2.53 -1.51 -1.04 -0.435
H -7.82 0.94 -0.03 0.464
H -5.36 1.49 -0.16 0.408
H -3.21 1.74 -0.34 0.339
H -0.75 1.78 -0.34 0.444
H -0.53 -2.25 -1.24 0.443
H -2.99 -2.47 -1.26 0.578
C 3.55 4.95 -0.42 -1.114
C 2.23 4.49 -1.06 -0.246
C 2.02 3.06 -0.90 0.075
N 1.86 1.93 -0.75 -0.207
H 3.59 6.03 -0.47 0.343
H 4.40 4.55 -0.96 0.329
H 3.61 4.64 0.62 0.352
H 2.21 4.71 -2.13 0.293
H 1.38 4.99 -0.60 0.305
```



[4]
C4H6N2 | ωB97M-V/def2-TZVPD

Output
HOMO energy ... -9.0 eV
HOMO-LUMO gap ... 0.332 Eh
Energy above the lowest of the compared OMol25 structures with the same formula, charge and spin ... 4.1355 eV
Lowest unoccupied orbital energy ... 0.0 eV
2S+1 ... 1

```
12
Properties=species:S:1:pos:R:3:mulliken_charge:R:1
C 0.82 0.01 0.13 0.499
C -0.11 1.21 0.18 -0.370
C -1.51 0.60 -0.22 -0.338
C -1.36 -0.73 -0.17 -0.364
H 2.53 0.77 -0.49 0.228
H -0.15 1.65 1.26 0.206
H 0.32 2.07 -0.47 0.303
H -2.43 1.15 -0.39 0.365
H -2.09 -1.50 -0.28 0.397
H 0.38 -2.09 -0.69 0.312
N 2.08 -0.12 -0.25 -0.720
N -0.02 -1.11 0.47 -0.517
```



[5]
C4H5NO | ωB97M-V/def2-TZVPD

Output
HOMO energy ... -8.8 eV
HOMO-LUMO gap ... 0.347 Eh
Energy above the lowest of the compared OMol25 structures with the same formula, charge and spin ... 4.8954 eV
Lowest unoccupied orbital energy ... 0.6 eV
2S+1 ... 1

```
11
Properties=species:S:1:pos:R:3:mulliken_charge:R:1
O -0.77 0.94 -1.17 -0.426
C -0.64 -0.42 -0.86 -0.114
C -0.40 -0.47 0.68 -0.484
C 0.68 0.68 0.67 -0.631
C 0.64 0.57 -0.83 0.729
N 0.96 -0.47 -1.49 -0.666
H -1.21 -1.15 -1.43 0.451
H 0.06 -1.43 0.96 0.285
H -1.28 -0.29 1.30 0.300
H 1.63 0.40 1.11 0.286
H 0.31 1.63 1.05 0.270
```



[6]
C28H46BN3O25S6 | ωB97M-V/def2-TZVPD

Output
HOMO energy ... -8.7 eV
SMILES ... C=Cc1ccc2nc(NCCCC)cnc2c1B(O)CC.O=S1(=O)OCCO1.O=S1(=O)OCCO1.O=S1(=O)OCCO1.O=S1(=O)OCCO1.O=S1(=O)OCCO1.O=S1(=O)OCCO1
HOMO-LUMO gap ... 0.295 Eh
Lowest unoccupied orbital energy ... -0.7 eV
2S+1 ... 1

```
109
Properties=species:S:1:pos:R:3:mulliken_charge:R:1
C -4.09 7.39 1.95 -0.911
C -4.85 6.50 1.30 -0.618
C -4.34 5.13 1.03 1.038
C -3.58 4.42 2.01 -0.792
C -3.08 3.20 1.72 -1.054
C -3.30 2.60 0.46 -0.394
N -2.74 1.38 0.21 0.081
C -2.97 0.89 -0.99 -0.303
N -2.36 -0.35 -1.31 0.269
C -3.09 -1.23 -2.22 -1.077
C -2.50 -1.35 -3.65 -0.844
C -1.92 -0.07 -4.28 -0.309
C -2.74 0.47 -5.46 -1.363
C -3.79 1.58 -1.93 -0.265
N -4.35 2.74 -1.72 -0.324
C -4.07 3.28 -0.50 0.834
C -4.60 4.56 -0.19 0.132
B -5.47 5.30 -1.29 0.274
O -4.83 5.89 -2.37 -0.625
C -7.04 5.38 -1.23 -0.495
C -7.72 4.81 0.04 -1.009
H -4.09 8.44 1.68 0.254
H -3.42 7.08 2.74 0.216
H -5.83 6.78 0.94 0.261
H -3.41 4.88 2.98 0.351
H -2.48 2.66 2.45 0.601
H -1.41 -0.21 -1.62 0.323
H -3.01 -2.24 -1.81 0.386
H -4.16 -1.02 -2.23 0.580
H -1.68 -2.06 -3.57 0.366
H -3.22 -1.83 -4.32 0.455
H -0.93 -0.30 -4.67 0.440
H -1.80 0.75 -3.57 0.229
H -2.16 1.27 -5.94 0.351
H -2.98 -0.31 -6.18 0.377
H -3.68 0.94 -5.15 0.296
H -3.97 1.11 -2.89 0.466
H -4.95 5.34 -3.15 0.321
H -7.36 6.42 -1.35 0.294
H -7.44 4.82 -2.08 0.381
H -7.16 5.03 0.95 0.251
H -8.70 5.28 0.16 0.346
H -7.91 3.74 -0.04 0.306
C 0.23 0.28 0.70 -0.329
C 0.62 0.00 2.14 0.462
O 1.73 -0.90 2.04 -0.229
S 2.57 -0.57 0.75 1.098
O 3.70 0.22 1.10 -0.559
O 2.74 -1.78 0.00 -0.657
O 1.50 0.35 0.01 -0.369
H -0.35 -0.54 0.27 0.234
H -0.32 1.21 0.59 0.308
H -0.21 -0.42 2.69 -0.353
H 0.96 0.92 2.63 0.317
C 2.65 -1.23 5.90 -0.222
C 2.13 -1.64 7.26 -0.435
O 0.70 -1.59 7.13 -0.342
S 0.29 -2.00 5.63 1.276
O -0.06 -3.37 5.60 -0.625
O -0.54 -0.98 5.09 -0.487
O 1.74 -1.85 4.98 -0.265
H 2.60 -0.15 5.76 0.223
H 3.66 -1.58 5.72 0.288
H 2.45 -0.97 8.06 0.318
H 2.41 -2.67 7.51 0.311
C 4.80 -1.51 -3.21 -0.138
C 5.15 -1.79 -1.76 -0.218
O 6.27 -2.71 -1.85 -0.325
S 7.14 -2.38 -3.14 1.154
O 8.25 -1.58 -2.77 -0.589
O 7.30 -3.58 -3.88 -0.520
O 6.07 -1.45 -3.88 -0.346
H 4.22 -2.33 -3.64 0.146
H 4.26 -0.58 -3.33 0.341
H 4.33 -2.23 -1.21 0.338
H 5.49 -0.89 -1.25 0.239
C 8.00 -0.43 2.23 -0.244
C 7.47 0.98 2.19 -0.285
O 6.71 1.11 3.40 -0.293
S 7.38 0.23 4.55 1.063
O 8.20 1.05 5.37 -0.551
O 6.37 -0.59 5.12 -0.457
O 8.33 -0.65 3.62 -0.344
H 7.23 -1.16 1.95 0.246
H 8.88 -0.57 1.61 0.311
H 6.84 1.17 1.33 0.269
H 8.28 1.72 2.21 0.290
C 4.95 -5.28 -5.09 -0.206
C 4.35 -5.69 -3.77 -0.244
O 2.94 -5.56 -3.96 -0.299
S 2.57 -5.91 -5.48 1.068
O 2.13 -7.26 -5.57 -0.536
O 1.79 -4.84 -6.00 -0.528
O 4.05 -5.82 -6.08 -0.346
H 4.97 -4.19 -5.20 0.246
H 5.95 -5.67 -5.24 0.323
H 4.68 -5.06 -2.94 0.162
H 4.57 -6.74 -3.53 0.351
C -5.12 -1.17 1.98 -0.203
C -4.41 -2.08 1.00 0.012
O -3.08 -2.17 1.51 -0.253
S -3.10 -2.08 3.11 1.001
O -3.04 -3.38 3.65 -0.626
O -2.19 -1.07 3.51 -0.383
O -4.60 -1.53 3.26 -0.388
H -4.88 -0.12 1.79 0.121
H -6.20 -1.30 1.97 0.341
H -4.41 -1.69 -0.01 -0.123
H -4.85 -3.08 1.00 0.360
```



[7]
C5H5NO2 | ωB97M-V/def2-TZVPD

Output
HOMO energy ... -10.4 eV
SMILES ... C=C[C@@](O)(C#N)C=O
HOMO-LUMO gap ... 0.387 Eh
Energy above the lowest of the compared OMol25 structures with the same formula, charge and spin ... 2.4746 eV
Lowest unoccupied orbital energy ... 0.1 eV
2S+1 ... 1

```
13
Properties=species:S:1:pos:R:3:mulliken_charge:R:1
C 0.47 -0.02 0.31 1.121
C -0.68 -0.49 -0.56 -0.448
C -1.92 -0.54 -0.01 -0.690
C 1.07 1.09 -0.54 -0.032
C 1.50 -1.07 0.33 -0.050
H -0.07 1.35 1.49 0.343
H -0.40 -0.72 -1.59 0.322
H -2.83 -0.92 -0.53 0.286
H -1.96 -0.34 1.07 0.276
H 1.29 1.02 -1.67 0.309
N 2.28 -1.90 0.18 -0.403
O 0.05 0.41 1.53 -0.580
O 1.19 2.15 0.00 -0.455
```



Record order is preserved below.
DFT total energy: -3884.49553 -10331.81780 -1984.38030 -265.38360 -285.23468 -5553.63918 -398.68753 Eh